(1)
ORCA calculation (ωB97M-V/def2-TZVPD) on 2 unconnected molecules or ions with the total composition C25H39BrFIN4O2PS in a non-equilibrium geometry.

## Properties
LUMO = -4.112 eV
2S+1 = 1
calculated total energy = -137571.62057 eV
energy relative to the best compared isomer or geometry (same formula, charge and spin) = 0.000 eV
total charge = +1

Positions of all 75 atoms, in Å:
C: 3.4846 0.6515 0.6638
C: 2.3142 1.4723 0.3545
C: 0.7833 0.9616 0.3367
C: 0.9335 -0.3423 -0.5645
C: 1.3507 -1.7506 0.0013
C: 2.0135 -2.1476 1.3259
C: 2.3433 -3.5992 1.7863
C: 1.9849 -4.7759 0.8497
C: 2.2197 -6.3204 1.2040
C: 1.3590 -4.4202 -0.5194
C: 1.0493 -2.9786 -0.9462
C: -0.0617 2.0783 -0.5509
C: 0.2919 3.6363 -0.4065
C: 0.7597 4.2365 0.9703
O: 0.3853 5.3855 1.3592
C: -0.1213 1.9837 -2.1453
C: 1.1740 1.8376 -3.0247
C: 0.9024 2.6020 -4.4373
F: 2.4446 2.2622 -2.5581
C: -1.6117 1.8749 -0.0186
I: -2.8023 0.1222 -0.6683
C: -2.7092 3.0099 -0.2824
C: -3.2122 3.1739 -1.7986
C: -4.8233 2.9526 -1.8925
Br: -2.8835 5.0462 -2.4393
C: -1.4693 1.5066 1.6064
S: -2.6335 0.0212 1.8596
P: -2.0230 2.9444 2.6866
N: -3.6252 3.0269 2.9556
N: 0.0277 0.9206 1.6699
O: -0.3585 -0.3814 1.9602
C: 0.6427 1.3647 2.9519
N: 1.9503 0.8316 3.3850
H: 3.9305 0.6455 1.7159
H: 3.9162 -0.0324 -0.1574
H: 2.6341 2.5401 0.0460
H: 1.7888 -0.1018 -1.3120
H: 0.0449 -0.5577 -1.2740
H: 2.3007 -1.3138 2.0424
H: 2.8383 -3.7680 2.7992
H: 3.2135 -6.7363 0.8416
H: 2.0816 -6.4030 2.3475
H: 1.3178 -6.8878 0.7591
H: 1.1254 -5.2904 -1.2307
H: 0.5844 -2.7799 -1.9798
H: 1.1914 3.8313 -1.1162
H: -0.5012 4.3564 -0.8278
H: 1.5857 3.7608 1.5964
H: -0.6200 2.9735 -2.4883
H: -0.8491 1.1831 -2.5579
H: 1.2728 0.7261 -3.3320
H: 1.8497 2.5345 -5.0921
H: 0.5253 3.6670 -4.2965
H: 0.0582 1.9879 -4.9344
H: -3.6504 2.7020 0.3112
H: -2.3963 4.0663 0.0661
H: -2.7539 2.4605 -2.5521
H: -4.9800 1.8299 -2.1113
H: -5.2022 3.5122 -2.8077
H: -5.3601 3.2044 -0.9205
H: -2.9280 0.0995 3.2344
H: -1.7292 4.2563 2.1369
H: -1.4740 2.8407 4.0299
H: -4.0749 2.2643 2.4360
H: 0.1720 -0.8002 2.6665
H: 0.7578 2.5053 3.0947
H: -0.0908 1.0596 3.7956
H: 1.8819 -0.0324 3.9354
H: 2.5208 1.5186 3.8942
C: -0.4099 -9.2237 -1.1702
C: 0.2735 -8.0823 -1.8599
N: 0.8115 -7.1849 -2.4038
H: 0.0921 -10.1603 -1.4174
H: -0.3782 -9.0765 -0.0895
H: -1.4508 -9.2813 -1.4919

***

(2)
ORCA calculation (ωB97M-V/def2-TZVPD) on a molecular structure, C25H39Cl2O4PPdS in a non-equilibrium geometry.

## Properties
LUMO (alpha / beta) = 3.773 / 3.545 eV
2S+1 = 5
calculated total energy = -83395.25929 eV
total charge = -2

Positions of all 73 atoms, in Å:
P: 0.3099 -0.8550 -0.7061
C: 1.6615 -0.3416 -1.9262
C: 1.5902 -0.8272 -3.3793
C: 2.8937 -0.4884 -4.1174
C: 3.2780 0.9952 -4.0208
C: 3.2391 1.5224 -2.5799
C: 1.9287 1.1692 -1.8599
C: -1.2324 0.0400 -1.2983
C: -1.4950 0.1074 -2.8018
C: -2.8764 0.7204 -3.0730
C: -3.0589 2.0899 -2.4002
C: -2.6627 2.0874 -0.9156
C: -1.2924 1.4401 -0.6716
C: -0.0611 -2.5776 -1.3096
C: 1.1764 -3.4607 -1.0963
C: 0.9170 -4.9156 -1.5140
C: -0.3391 -5.5044 -0.8565
C: -1.5683 -4.6012 -1.0209
C: -1.3013 -3.1467 -0.6071
H: 2.5280 -0.8474 -1.4557
H: 0.7495 -0.3624 -3.9097
H: 1.4188 -1.9105 -3.4199
H: 2.8028 -0.7865 -5.1691
H: 3.7012 -1.0916 -3.6789
H: 4.2839 1.1358 -4.4354
H: 2.5961 1.5925 -4.6438
H: 4.0753 1.0816 -2.0206
H: 3.3795 2.6088 -2.5702
H: 1.9664 1.5007 -0.8124
H: 1.1003 1.7149 -2.3367
H: -2.0368 -0.5588 -0.8375
H: -3.6401 0.0274 -2.6933
H: -1.4362 -0.8890 -3.2635
H: -0.7260 0.7320 -3.2797
H: -3.0348 0.8068 -4.1557
H: -4.1037 2.4084 -2.5047
H: -2.4493 2.8361 -2.9294
H: -2.6511 3.1120 -0.5235
H: -3.4216 1.5339 -0.3436
H: -1.0798 1.3725 0.4052
H: -0.5097 2.0777 -1.1079
H: -0.2720 -2.5160 -2.3939
H: 2.0261 -3.0583 -1.6649
H: 1.4581 -3.4199 -0.0333
H: 0.7984 -4.9577 -2.6066
H: 1.7950 -5.5214 -1.2624
H: -0.1440 -5.6502 0.2150
H: -0.5496 -6.4945 -1.2766
H: -2.4070 -4.9883 -0.4316
H: -1.8778 -4.6141 -2.0758
H: -2.1835 -2.5380 -0.8436
H: -1.1525 -3.0853 0.4813
Pd: -0.2772 0.0345 5.1399
Cl: -2.4898 0.2027 5.8782
Cl: 1.1662 -0.8531 3.4690
C: 0.4828 1.8152 5.4853
H: 1.3488 2.0601 6.1271
C: -0.8319 4.5339 2.5440
C: 0.2326 4.9224 3.3887
C: 0.6803 4.0805 4.3811
C: 0.0570 2.7988 4.5293
C: -0.9751 2.4168 3.6551
C: -1.4345 3.2758 2.6800
H: -1.1847 5.2162 1.7719
H: 0.7053 5.9014 3.2530
H: 1.5049 4.3476 5.0390
H: -1.4333 1.4234 3.7495
H: -2.2696 2.9445 2.0507
O: 0.1926 1.4321 7.6147
S: 0.5104 0.0530 8.0418
O: -0.5172 -0.5902 8.8994
O: 0.8774 -0.8653 6.9063
O: 1.5447 0.1446 9.1287